(1)
This record from OMol25 describes one molecule with the formula C7H7NO at a distorted geometry. The level of theory is the ωB97M-V functional and the def2-TZVPD basis.

XYZ file:
```
16
Properties=species:S:1:pos:R:3
C 1.2048 0.5506 -0.1455
C -1.8704 0.1615 -0.1011
N -1.4851 -0.9814 0.5966
H 2.2128 0.6872 -0.0394
C 0.8945 -0.9878 -0.0392
H -0.1894 -0.0566 -1.7920
H 1.6377 -0.5359 -2.0083
H -1.6248 1.7608 1.3188
H 1.7154 -1.7674 0.1055
H 0.6799 1.9774 1.2645
C 0.2180 1.4060 0.5178
O -2.7253 0.3865 -0.9539
C -1.1058 1.2630 0.5576
C -0.3303 -1.4354 0.6241
C 0.8630 -0.2604 -1.3232
H -0.0950 -2.1682 1.4174
```

The calculation puts the orbital gap at 10.08 eV. For the relative energy (zero: lowest compared OMol25 entry of this formula, charge and spin), the calculation gives 187.45 kJ/mol. For the HOMO energy, the calculation gives -9.5 eV. Its structure (SMILES) is O=C1C=C[C@@H]2C[C@@H]2C=N1. Its total energy is -10907.396 eV. For the largest force on an atom, the calculation gives 3.071 eV Å⁻¹.


(2)
This record from OMol25 describes one molecule with the formula C7H7NO2S2 at a distorted geometry. The level of theory is the ωB97M-V functional and the def2-TZVPD basis.

XYZ file:
```
19
Properties=species:S:1:pos:R:3
C -0.8878 2.1782 0.2935
C 1.3498 1.2417 -0.3392
O -0.7726 -1.5296 -0.2311
H -2.5362 -1.3441 -1.0995
N 1.7815 -1.0500 -0.5414
C 0.8667 -0.0131 -0.2072
H 0.7467 3.3462 -0.2401
C -0.4858 -0.2040 0.0645
O 3.7406 -1.2974 1.1251
C 0.4323 2.3158 -0.0150
C -2.0811 -1.8577 -0.1716
H -2.1691 -3.0095 -0.1952
H -1.6849 2.8625 0.4134
H -2.6117 -1.4080 0.7242
H 1.5241 -2.0534 -0.1935
H -2.3682 0.6029 0.6601
S 3.1329 1.2270 -0.2650
S 3.3692 -0.8295 -0.2056
C -1.3463 0.8220 0.4234
```

The calculation puts the orbital gap at 9.38 eV. For the relative energy (zero: lowest compared OMol25 entry of this formula, charge and spin), the calculation gives 121.34 kJ/mol. For the HOMO energy, the calculation gives -8.7 eV. Its total energy is -34625.853 eV. For the largest force on an atom, the calculation gives 3.924 eV Å⁻¹.


(3)
This record from OMol25 describes one molecule with the formula C7H7NO3 at a distorted geometry. The level of theory is the ωB97M-V functional and the def2-TZVPD basis.

XYZ file:
```
18
Properties=species:S:1:pos:R:3
H 1.4570 1.7038 -0.1648
C -1.5831 -0.8082 0.2608
C -0.7333 1.5265 -0.0806
O 3.3675 0.6683 0.3678
H 2.0414 -2.2159 -0.9183
H -0.8654 2.6183 -0.1499
H 0.0020 -2.3327 -0.1361
C 0.8634 -0.2914 -0.0823
C 2.0351 -1.0783 -0.2978
C -0.2405 -1.2448 -0.0342
O -3.1465 0.8239 -0.2346
H 4.3095 0.8014 0.7506
C 0.5525 1.0616 -0.0168
N 3.2889 -0.7523 -0.1358
H -3.2653 1.7445 0.5454
C -1.7712 0.5581 -0.1160
H -3.5423 -1.1010 0.1395
O -2.7696 -1.6819 0.3031
```

The calculation puts the orbital gap at 8.62 eV. For the relative energy (zero: lowest compared OMol25 entry of this formula, charge and spin), the calculation gives 536.95 kJ/mol. For the HOMO energy, the calculation gives -8.7 eV. Its structure (SMILES) is O/N=C\c1ccc(O)c(O)c1. Its total energy is -15000.031 eV. For the largest force on an atom, the calculation gives 6.604 eV Å⁻¹.


(4)
This record from OMol25 describes one molecule with the formula C7H7NO3 at a distorted geometry. The level of theory is the ωB97M-V functional and the def2-TZVPD basis.

XYZ file:
```
18
Properties=species:S:1:pos:R:3
H 3.2154 -1.4669 -0.6693
H 1.0685 -2.4603 -0.2588
C 0.1894 0.8034 0.2955
H 1.7261 2.4192 0.5458
C 2.4747 -0.9149 -0.3592
O -1.4715 -1.9851 0.9229
N -1.2222 -1.1261 0.0404
H 3.5788 0.6034 -0.0247
C 1.0886 -1.3970 -0.2834
C 2.6556 0.4571 -0.0425
H -1.7123 1.3666 1.2620
C -0.8907 1.6696 0.6099
H -1.7963 1.5214 -0.9888
O -1.4976 2.2420 -0.6051
O -2.0305 -0.8161 -0.8866
C 1.5304 1.2370 0.2956
H -0.3623 2.5817 1.1670
C 0.0910 -0.5568 0.0229
```

The calculation puts the orbital gap at 9.38 eV. For the relative energy (zero: lowest compared OMol25 entry of this formula, charge and spin), the calculation gives 593.10 kJ/mol. For the HOMO energy, the calculation gives -10.0 eV. Its structure (SMILES) is O=[N+]([O-])c1ccccc1CO. Its total energy is -14999.449 eV. For the largest force on an atom, the calculation gives 9.371 eV Å⁻¹.


(5)
This record from OMol25 describes one molecule with the formula C7H7NOS at a distorted geometry. The level of theory is the ωB97M-V functional and the def2-TZVPD basis.

XYZ file:
```
17
Properties=species:S:1:pos:R:3
C -2.2606 -1.6326 0.1199
H -4.2479 -1.1517 -0.1643
C -3.2939 -0.8398 -0.0636
C 2.2797 0.8756 -0.8685
C -0.1344 1.3845 -0.1764
H -0.1114 -1.2933 0.6569
H -2.3339 -2.7380 0.3863
H 2.7535 0.8114 -1.7419
O 2.5824 -1.0360 0.4026
C 1.0494 1.2547 -0.7168
H -0.4025 2.3886 0.1137
H 3.9319 0.5363 0.3937
N 2.8835 0.2452 0.4158
S -2.8783 0.8423 -0.2264
C -1.0831 -0.9228 0.3168
H 2.4115 0.8579 1.1645
C -1.1459 0.4177 -0.0124
```

The calculation puts the orbital gap at 8.58 eV. For the relative energy (zero: lowest compared OMol25 entry of this formula, charge and spin), the calculation gives 452.15 kJ/mol. For the HOMO energy, the calculation gives -8.4 eV. Its structure (SMILES) is [O-][NH2+]C=C=Cc1cccs1. Its total energy is -21739.596 eV. For the largest force on an atom, the calculation gives 4.320 eV Å⁻¹.


(6)
This record from OMol25 describes one molecule with the formula C7H7NOS at a distorted geometry. The level of theory is the ωB97M-V functional and the def2-TZVPD basis.

XYZ file:
```
17
Properties=species:S:1:pos:R:3
S 1.0325 -1.8815 -0.1905
C 0.3037 -1.9821 -1.9759
C 0.7594 -0.2069 0.4537
O 2.2875 -2.5240 -0.2201
C 1.2212 1.0449 0.6078
C -0.7465 1.4583 1.8490
C -0.4502 -0.7260 1.0654
C 0.4949 1.8771 1.3928
H 2.1749 1.3632 0.2209
H 0.8437 2.8417 1.5727
H 0.6926 -2.8927 -2.4493
N -0.5733 -2.0450 0.9761
H -1.5066 2.1285 2.3815
H 0.5285 -1.0142 -2.3348
C -1.2463 0.1756 1.8277
H -0.8159 -2.1350 -1.5986
H -2.0760 -0.2045 2.2602
```

The calculation puts the orbital gap at 7.79 eV. For the relative energy (zero: lowest compared OMol25 entry of this formula, charge and spin), the calculation gives 400.43 kJ/mol. For the HOMO energy, the calculation gives -7.5 eV. Its total energy is -21740.132 eV. For the largest force on an atom, the calculation gives 4.740 eV Å⁻¹.


What is the HOMO energy in the second record? -8.7 eV


Among the records above, which one has the highest orbital gap? C7H7NO


Which value of total energy does entry 6 give? -21740.132 eV


Which of these has the lowest HOMO energy? number 4